(1)
The following is a quantum chemistry calculation of the molecule C3H8P2 in a non-equilibrium geometry, from OMol25.

XYZ file:
```
13
C3H8P2 (ωB97M-V/def2-TZVPD)
C 0.278 -1.066 0.446
C 0.540 0.548 -1.375
C -0.380 0.201 -0.223
P -0.482 -2.262 1.329
P -0.290 1.613 0.897
H 1.360 -1.061 0.078
H 0.961 -0.238 -1.940
H -0.192 1.039 -1.981
H 1.304 1.247 -1.121
H -1.408 0.056 -0.529
H 0.628 -3.155 1.458
H -0.706 0.884 2.121
H -1.613 2.197 0.841
```

Results
- Spin multiplicity: 3
- Relative energy (zero: lowest compared OMol25 entry of this formula, charge and spin): 1.480 eV
- HOMO energy (spin up / spin down): -6.5 / -9.6 eV
- Frontier orbital gap (spin up / spin down): 0.2769 / 0.2600 hartree



(2)
The following is a quantum chemistry calculation of a cluster of 2 separate species, C3H8S in total, from OMol25.

XYZ file:
```
12
C3H8S (ωB97M-V/def2-TZVPD)
C 1.484 3.394 -1.562
S 1.853 2.011 -0.431
H 0.775 3.003 -2.294
H 0.983 4.211 -1.046
H 2.352 3.745 -2.116
H 2.421 2.700 0.567
C -1.302 -2.832 1.587
C -1.976 -3.546 0.704
H -0.222 -2.757 1.611
H -1.803 -2.312 2.383
H -1.507 -4.072 -0.114
H -3.059 -3.546 0.711
```

Results
- Spin multiplicity: 2
- Relative energy (zero: lowest compared OMol25 entry of this formula, charge and spin): 2.076 eV
- Net charge: -1
- HOMO energy (spin up / spin down): 1.3 / -5.0 eV
- Frontier orbital gap (spin up / spin down): 0.0782 / 0.3109 hartree



(3)
The following is a quantum chemistry calculation of the molecule C3H8S in a non-equilibrium geometry, from OMol25.

XYZ file:
```
12
C3H8S (ωB97M-V/def2-TZVPD)
C -1.148 -0.617 -1.701
C 0.022 0.196 -1.059
S -0.082 0.590 0.774
C 1.243 -0.437 1.324
H -0.984 -1.393 -2.509
H -1.598 -1.208 -0.846
H -2.086 -0.083 -2.014
H 0.721 -0.601 -1.132
H 0.315 1.063 -1.688
H 0.931 -0.854 2.289
H 2.211 0.014 1.526
H 1.104 -1.233 0.608
```

Results
- Relative energy (zero: lowest compared OMol25 entry of this formula, charge and spin): 1.063 eV
- HOMO energy: -8.6 eV
- Frontier orbital gap: 0.3569 hartree
- SMILES string: CCSC



(4)
The following is a quantum chemistry calculation of a cluster of 2 separate species, C3H8S in total in a non-equilibrium geometry, from OMol25.

XYZ file:
```
12
C3H8S (ωB97M-V/def2-TZVPD)
C -1.058 -0.379 0.421
C -0.263 0.616 -0.400
S 0.831 -0.535 2.754
C 1.050 0.027 -0.944
H -0.442 -0.744 1.280
H -1.854 0.072 1.013
H -1.478 -1.246 -0.075
H -0.876 1.099 -1.209
H -0.002 1.434 0.266
H 0.880 -0.965 -1.352
H 1.702 -0.068 -0.079
H 1.510 0.688 -1.675
```

Results
- Relative energy (zero: lowest compared OMol25 entry of this formula, charge and spin): 3.596 eV
- HOMO energy: -9.5 eV
- Frontier orbital gap: 0.2408 hartree



(5)
The following is a quantum chemistry calculation of a cluster of 2 separate species, C3H8S in total in a non-equilibrium geometry, from OMol25.

XYZ file:
```
12
C3H8S (ωB97M-V/def2-TZVPD)
C -1.089 -0.368 1.400
C -1.104 0.908 1.839
C 0.189 1.580 2.306
H -2.081 -0.920 1.333
H -0.322 -1.132 1.326
H -1.972 1.472 2.123
H 0.265 2.420 1.579
H 0.096 1.923 3.398
H 0.920 0.768 2.229
S 1.683 -1.522 -5.881
H 0.871 -2.665 -5.781
H 2.545 -2.462 -5.871
```

Results
- Relative energy (zero: lowest compared OMol25 entry of this formula, charge and spin): 1.765 eV
- HOMO energy: -9.5 eV
- Frontier orbital gap: 0.3866 hartree
- SMILES string: C=CC.S



(6)
The following is a quantum chemistry calculation of the molecule C3H8S in a non-equilibrium geometry, from OMol25.

XYZ file:
```
12
C3H8S (ωB97M-V/def2-TZVPD)
C 1.024 -0.788 -0.122
C 0.411 0.446 0.396
C -0.924 0.896 -0.235
S -2.157 -0.437 0.085
H 2.087 -0.718 -0.435
H 0.456 -1.145 -0.994
H 0.988 -1.621 0.656
H 0.228 0.426 1.555
H 1.007 1.393 0.106
H -1.231 1.849 0.166
H -0.743 0.933 -1.320
H -1.146 -1.234 0.142
```

Results
- Relative energy (zero: lowest compared OMol25 entry of this formula, charge and spin): 0.714 eV
- HOMO energy: -8.9 eV
- Frontier orbital gap: 0.3681 hartree
- SMILES string: CCCS



(7)
The following is a quantum chemistry calculation of a structure of composition C3H8S2 in a non-equilibrium geometry, from OMol25.

XYZ file:
```
13
C3H8S2 (ωB97M-V/def2-TZVPD)
C -0.002 -1.122 2.017
C -0.509 1.014 0.368
C 0.462 0.298 -2.320
H 0.775 -1.414 2.734
H -0.772 -0.418 2.470
H -0.533 -2.148 1.569
H -0.548 1.863 1.123
H -1.472 0.400 0.321
H 0.461 0.871 -3.323
H 1.589 -0.279 -2.273
H -0.379 -0.606 -2.344
S 0.860 -0.016 0.895
S 0.067 1.558 -1.238
```

Results
- Relative energy (zero: lowest compared OMol25 entry of this formula, charge and spin): 2.221 eV
- HOMO energy: -8.3 eV
- Frontier orbital gap: 0.3374 hartree



(8)
The following is a quantum chemistry calculation of a cluster of 2 separate species, C3H8S2 in total in a non-equilibrium geometry, from OMol25.

XYZ file:
```
13
C3H8S2 (ωB97M-V/def2-TZVPD)
C 1.435 1.164 -0.349
C 1.891 0.426 0.742
H 0.403 1.383 -0.498
H 2.224 1.672 -0.868
H 1.271 0.332 1.649
H 2.665 -0.320 0.614
C -1.046 -1.661 -0.495
S -2.606 -0.502 -0.521
S -2.138 1.074 0.932
H -0.786 -1.969 -1.530
H -0.229 -1.087 -0.005
H -1.289 -2.507 0.293
H -1.795 1.997 0.036
```

Results
- Relative energy (zero: lowest compared OMol25 entry of this formula, charge and spin): 2.705 eV
- HOMO energy: -9.2 eV
- Frontier orbital gap: 0.3430 hartree
- SMILES string: C=C.CSS



(9)
The following is a quantum chemistry calculation of a cluster of 2 separate species, C3H8S2 in total in a non-equilibrium geometry, from OMol25.

XYZ file:
```
13
C3H8S2 (ωB97M-V/def2-TZVPD)
C 0.061 1.146 -1.362
C 0.167 1.439 -0.071
C 1.175 0.846 0.900
H -0.617 1.692 -2.005
H 0.483 0.234 -1.780
H -0.407 2.276 0.316
H 1.888 1.605 1.228
H 1.665 0.066 0.306
H 0.740 0.423 1.795
S -2.317 -1.909 0.156
S -0.331 -2.567 0.350
H -2.097 -1.716 -1.149
H -0.410 -3.533 1.314
```

Results
- Relative energy (zero: lowest compared OMol25 entry of this formula, charge and spin): 1.396 eV
- HOMO energy: -8.7 eV
- Frontier orbital gap: 0.3283 hartree
- SMILES string: C=CC.SS



(10)
The following is a quantum chemistry calculation of the molecule C3H8Si2 in a non-equilibrium geometry, from OMol25.

XYZ file:
```
13
C3H8Si2 (ωB97M-V/def2-TZVPD)
Si -1.428 -0.802 -2.313
C -0.957 -0.470 -0.530
C 0.345 0.154 -0.088
C 1.224 -0.256 1.044
Si 0.589 1.407 1.736
H -2.746 -0.836 -2.992
H -0.457 -0.491 -3.344
H -1.390 -1.191 0.297
H 0.785 0.845 -0.734
H 0.867 -1.169 1.600
H 2.241 -0.545 0.758
H 1.399 2.645 1.681
H -0.361 1.162 2.764
```

Results
- Relative energy (zero: lowest compared OMol25 entry of this formula, charge and spin): 3.585 eV
- HOMO energy (spin up / spin down): -6.8 / -6.8 eV
- Frontier orbital gap (spin up / spin down): 0.2340 / 0.2355 hartree
- SMILES string: [SiH2]=C[C@@H]1C[SiH2]1



(11)
The following is a quantum chemistry calculation of a structure of composition C3H9BLuNO2 in a non-equilibrium geometry, from OMol25.

XYZ file:
```
17
C3H9BLuNO2 (ωB97M-V/def2-TZVPD)
N 1.843 0.819 -0.321
C 1.647 -0.224 0.671
C 0.190 -0.639 0.696
C -0.364 -1.190 -0.643
O -1.375 -0.189 -1.113
B -1.467 0.618 -0.031
O -0.647 0.563 0.995
H 1.996 0.430 -1.242
H 2.660 1.377 -0.128
H 1.894 0.145 1.669
H 2.238 -1.137 0.515
H -0.007 -1.346 1.501
H -0.864 -2.150 -0.535
H 0.369 -1.246 -1.444
H -1.669 1.931 -0.599
H -2.880 0.470 0.459
Lu -3.564 1.768 -0.449
```

Results
- Net charge: +2
- HOMO energy: -15.5 eV
- Frontier orbital gap: 0.1437 hartree



(12)
The following is a quantum chemistry calculation of a cluster of 2 separate species, C3H9BO2S in total in a non-equilibrium geometry, from OMol25.

XYZ file:
```
16
C3H9BO2S (ωB97M-V/def2-TZVPD)
B 0.077 -0.059 0.567
C -0.997 2.075 0.727
C 1.589 -1.566 1.866
C 0.329 -0.458 -2.953
O -0.714 0.852 0.100
O 0.656 -0.423 1.686
S 0.566 -1.559 -1.531
H -1.181 2.943 0.140
H -0.017 2.525 1.083
H -1.796 1.894 1.472
H 1.845 -2.091 1.062
H 1.083 -2.244 2.475
H 2.298 -1.164 2.621
H -0.645 -0.575 -3.392
H 1.077 -0.751 -3.700
H 0.433 0.633 -2.521
```

Results
- Relative energy (zero: lowest compared OMol25 entry of this formula, charge and spin): 2.956 eV
- HOMO energy: -7.5 eV
- Frontier orbital gap: 0.2926 hartree